{"formula": "C33H40HgN4P2", "method": "ωB97M-V/def2-TZVPD", "homo_ev": [-5.83, -5.35], "molar_mass_da": 755.25, "orbital_gap_ev": [5.182, 4.556], "e_above_lowest_kcal_mol": 0.00, "max_force_ha_per_bohr": 0.0490, "total_charge": 0, "elements": ["H", "H", "H", "H", "C", "N", "H", "H", "C", "H", "H", "C", "H", "C", "H", "C", "C", "C", "C", "N", "C", "H", "H", "H", "H", "Hg", "N", "H", "C", "C", "C", "H", "C", "C", "H", "C", "C", "P", "C", "H", "C", "P", "H", "C", "H", "H", "H", "H", "C", "H", "H", "C", "C", "H", "C", "H", "C", "N", "C", "H", "C", "H", "C", "H", "H", "C", "H", "H", "H", "C", "H", "H", "C", "H", "H", "C", "C", "C", "H", "H"], "positions_angstrom": [[3.556, -6.161, -1.672], [-2.651, -0.598, -3.863], [-2.054, -1.199, -7.853], [1.749, 0.841, -0.211], [0.313, -0.255, -3.860], [0.626, 2.340, -2.719], [-3.521, -3.905, -1.091], [-3.299, 1.024, -1.883], [3.757, -4.344, -0.365], [-4.836, -0.588, -5.728], [3.026, 0.866, 1.910], [-3.142, 1.662, -2.746], [-3.705, -2.174, -7.292], [1.508, 0.107, 0.566], [-3.749, 3.852, -5.148], [-4.131, -1.359, -5.294], [1.784, 2.592, -3.477], [-3.322, 3.158, -4.431], [-2.800, -0.773, -4.947], [2.194, -3.158, -1.488], [-1.319, -1.125, -7.042], [-1.030, -4.381, -5.643], [-5.092, 2.543, -3.150], [-4.915, -3.120, -6.396], [-1.413, 0.611, -5.714], [-1.628, -0.373, -0.902], [-1.864, 1.829, -3.316], [-0.500, -0.509, -7.452], [-1.500, -3.082, -1.002], [1.668, 4.142, -1.811], [-2.103, -4.351, -2.765], [0.792, -2.548, 3.313], [0.240, -1.764, 1.405], [-0.726, -2.526, -6.738], [-0.436, -3.008, -7.692], [1.002, -1.772, 2.578], [-2.900, -3.522, -5.781], [0.942, -1.984, -1.641], [-1.574, -3.483, -5.962], [-0.549, -2.513, 1.354], [1.263, -1.361, -3.320], [-0.418, 0.998, -2.742], [-1.352, -2.796, 0.026], [2.450, 3.673, -2.925], [-1.115, 3.081, -4.912], [-0.536, -0.803, -4.308], [3.382, 4.106, -3.276], [0.228, -2.415, -6.192], [-4.042, 2.463, -3.405], [1.195, -2.223, -4.012], [-4.622, -1.709, -4.351], [-1.859, 1.283, 0.555], [-1.872, -0.379, -5.855], [-0.121, -4.192, -3.770], [3.258, -5.152, -1.443], [1.714, -4.660, -2.992], [-0.797, -3.920, -2.969], [-0.408, -3.140, -1.887], [0.514, -0.866, 0.372], [-0.300, 3.359, -1.045], [-2.543, -3.819, -1.538], [-2.665, -4.970, -3.447], [0.550, 3.335, -1.714], [3.157, -2.252, 0.198], [-3.295, -4.422, -5.288], [-3.952, -2.581, -6.293], [-0.968, 1.930, 0.561], [0.815, 0.266, -4.695], [2.589, -0.832, 3.704], [3.102, -3.133, -0.417], [-2.730, 1.899, 0.305], [2.016, 1.978, -4.337], [2.243, 0.122, 1.770], [1.897, 4.983, -1.168], [4.480, -4.634, 0.378], [-1.993, 2.769, -4.354], [2.307, -4.411, -2.125], [2.004, -0.823, 2.778], [2.304, -0.980, -3.319], [-1.991, 0.831, 1.550]], "mulliken_charge": [0.44, 0.04, 0.50, 0.07, 1.24, 0.87, 0.49, 0.30, -0.66, 0.30, 0.37, -0.40, 0.33, -0.34, 0.44, -1.14, -0.56, -0.80, 0.39, 0.56, -1.42, 0.85, 0.47, 0.49, 0.36, 1.35, 1.26, 0.48, -0.22, -0.72, -0.88, 0.40, -0.57, -0.55, 0.49, -0.84, -0.58, -0.06, -0.41, 0.30, -1.51, -0.21, 0.10, -0.64, 0.51, -2.38, 0.44, 0.08, -0.91, 0.37, 0.33, -1.51, 0.17, 0.32, -0.67, 0.19, -0.27, 0.66, 0.94, 0.45, -1.07, 0.67, -0.59, 0.28, 0.40, -0.88, 0.32, 1.01, 0.34, -0.31, 0.34, 0.41, -0.55, 0.46, 0.43, -0.51, -0.10, -0.61, 0.51, 0.36]}



{"formula": "C33H40IrN3O4S3", "method": "ωB97M-V/def2-TZVPD", "homo_ev": [-16.78, -16.77], "multiplicity": 2, "s_squared": 0.757, "molar_mass_da": 831.12, "orbital_gap_ev": [7.015, 5.273], "e_above_lowest_kcal_mol": 29.25, "max_force_ha_per_bohr": 0.0174, "total_charge": 3, "elements": ["H", "C", "H", "H", "C", "H", "N", "H", "H", "N", "H", "O", "S", "C", "C", "C", "C", "C", "C", "H", "H", "C", "C", "C", "H", "C", "H", "C", "C", "C", "H", "H", "H", "C", "C", "H", "H", "O", "H", "H", "C", "C", "C", "O", "H", "H", "C", "H", "H", "C", "H", "H", "H", "H", "C", "C", "N", "C", "C", "Ir", "H", "H", "C", "H", "C", "H", "C", "H", "O", "C", "H", "H", "H", "S", "S", "H", "H", "H", "C", "H", "H", "C", "C", "H"], "positions_angstrom": [[-1.311, -2.600, -1.542], [2.339, -1.704, -0.058], [4.574, 0.946, -0.434], [-0.521, -0.711, 4.197], [3.001, 3.119, -2.918], [-0.947, -4.199, -2.182], [1.951, 0.592, -0.426], [0.296, -1.661, 2.975], [-1.950, -2.461, 2.972], [-0.622, 4.371, -5.582], [-0.639, -6.586, 1.777], [-0.620, 5.575, -5.569], [-2.527, 1.466, 0.214], [-0.549, -3.383, -1.584], [-0.542, 3.697, -4.267], [2.590, 0.691, -3.264], [4.318, -0.108, -0.408], [-1.807, -1.440, 2.613], [0.625, -4.923, 2.249], [3.049, 3.592, 1.812], [-4.227, -1.696, 0.933], [2.849, -0.325, -0.308], [-0.358, 2.473, -1.774], [-3.829, 0.443, 0.925], [-0.570, 1.763, -5.141], [2.366, 1.866, -0.983], [-3.881, 0.544, 2.007], [3.291, -2.830, -0.252], [-0.517, 2.333, -4.221], [2.296, -3.136, 2.641], [3.037, 5.056, -0.148], [-0.829, 2.401, 3.450], [-1.987, 1.095, 3.275], [-0.265, -5.625, 1.452], [-0.435, 1.690, -2.968], [3.583, 0.248, -3.357], [2.187, -3.383, 3.696], [-0.551, -0.467, -1.948], [-1.208, 3.152, 1.130], [2.816, -3.801, -0.169], [2.330, 2.936, 1.325], [-1.262, 1.699, 2.736], [0.652, -3.153, 0.639], [-0.206, 1.984, -0.555], [-0.567, -0.256, -3.915], [3.426, 5.192, -2.577], [-0.494, 0.271, -2.959], [4.116, -2.769, 0.458], [1.335, 3.288, 1.614], [-0.622, -5.126, 0.211], [-0.533, 5.550, -3.206], [-1.260, -5.709, -0.441], [3.225, -3.605, 2.314], [4.713, -0.588, -1.305], [-1.913, 2.470, 1.595], [2.894, 4.180, -0.767], [1.088, -1.816, 0.253], [2.512, 2.985, -0.164], [-0.478, -0.923, 3.127], [-0.061, 0.020, -0.006], [1.912, -0.093, -2.927], [-2.747, 3.065, 1.974], [-0.174, -3.883, -0.223], [3.222, 3.170, -3.976], [-3.556, -0.975, 0.460], [2.447, -2.058, 2.556], [3.126, 4.254, -2.131], [0.310, -2.968, -2.114], [-0.675, 3.652, -6.549], [-0.503, 4.473, -3.108], [-3.676, -1.081, -0.619], [0.983, -5.363, 3.171], [2.476, 1.936, 1.730], [-1.861, -1.542, 0.790], [0.130, 0.568, 2.294], [-4.783, 0.787, 0.516], [-0.355, 4.469, -0.975], [-2.654, -0.848, 2.951], [2.627, 1.898, -2.364], [4.809, -0.583, 0.443], [3.734, -2.730, -1.247], [-0.413, 3.872, -1.873], [1.142, -3.693, 1.844], [2.294, 0.983, -4.270]], "lowdin_spin": [0.00, 0.00, 0.00, 0.00, 0.00, 0.00, 0.01, 0.00, 0.00, 0.00, 0.00, 0.00, 0.39, 0.00, 0.00, 0.00, 0.00, 0.01, 0.00, 0.00, 0.00, 0.00, 0.00, 0.03, 0.00, 0.00, 0.00, 0.00, 0.00, 0.00, 0.00, 0.00, 0.00, 0.00, 0.00, 0.00, 0.00, 0.00, 0.00, 0.00, 0.00, 0.00, 0.00, 0.07, 0.00, 0.00, 0.00, 0.00, 0.00, 0.00, 0.00, 0.00, 0.00, 0.00, 0.03, 0.00, 0.01, 0.00, 0.00, 0.33, 0.00, 0.01, 0.00, 0.00, 0.01, 0.00, 0.00, 0.00, 0.00, 0.00, 0.00, 0.00, 0.00, 0.08, 0.00, 0.01, 0.00, 0.00, 0.00, 0.00, 0.00, 0.00, 0.00, 0.00]}



{"formula": "C33H40N6OPb", "method": "ωB97M-V/def2-TZVPD", "homo_ev": [-0.03, 0.83], "molar_mass_da": 743.92, "orbital_gap_ev": [4.498, 3.642], "max_force_ha_per_bohr": 0.0875, "total_charge": -2, "elements": ["C", "C", "H", "H", "C", "C", "H", "H", "C", "H", "H", "H", "C", "H", "H", "N", "H", "H", "H", "C", "C", "C", "H", "H", "H", "H", "C", "C", "C", "C", "H", "C", "H", "C", "H", "N", "C", "H", "H", "C", "H", "O", "H", "C", "C", "C", "H", "C", "H", "H", "H", "C", "C", "H", "N", "H", "H", "H", "H", "H", "C", "C", "C", "Pb", "H", "C", "C", "C", "N", "H", "C", "H", "N", "H", "C", "H", "H", "C", "C", "H", "N"], "positions_angstrom": [[-0.316, 2.668, 1.436], [0.446, -1.629, -1.637], [-2.492, -1.601, -2.586], [2.813, -0.161, 1.574], [-2.049, -5.101, -0.648], [-0.966, -4.303, -0.342], [3.517, 2.695, -0.625], [-1.651, 3.952, 2.500], [2.390, -1.542, -2.738], [-3.887, -4.361, 2.104], [-0.361, 0.627, 3.594], [-3.168, -1.970, 4.187], [0.388, -0.299, -3.741], [0.039, 2.218, 4.272], [3.850, 1.242, 1.302], [-3.978, -0.407, -1.525], [2.767, 1.220, -1.246], [-6.076, -1.627, -0.385], [-2.464, 1.962, -6.843], [-1.000, -0.554, -3.811], [0.627, 1.955, 2.239], [2.951, 0.901, 1.830], [-0.692, -2.082, -2.260], [-1.537, 3.308, -6.165], [3.064, -1.422, -3.582], [3.063, 0.416, -5.024], [-3.115, -5.141, 0.263], [-1.001, -3.434, 0.794], [2.467, 1.060, -4.355], [-4.178, -1.808, 3.815], [-2.291, 3.327, 0.972], [-1.679, 3.063, 1.848], [-2.183, 2.255, 2.403], [-3.031, -4.346, 1.415], [2.654, 2.094, -4.679], [-4.153, -1.574, 2.375], [-1.231, 1.465, -5.139], [-3.993, -5.762, 0.117], [2.197, 2.805, -1.817], [0.269, 2.873, 0.146], [-1.484, 3.460, -0.939], [-2.238, -0.297, 2.680], [-1.616, -2.635, -3.796], [-0.388, 3.483, -1.032], [1.785, 1.715, 1.444], [-1.518, -1.770, -3.108], [-4.789, -2.688, 4.053], [1.577, 2.303, 0.165], [-4.823, -0.377, -2.056], [-4.596, -0.929, 4.330], [3.129, 0.955, 2.911], [-0.083, -2.326, 0.681], [0.148, 1.672, -5.063], [2.880, 0.950, -3.347], [-2.994, -0.659, 0.542], [0.579, -2.154, 1.565], [-3.368, 0.399, -1.713], [-2.875, 0.165, -4.564], [-0.072, -4.221, -0.956], [-0.098, 4.539, -1.152], [2.557, 2.257, -0.939], [-2.101, 2.411, -5.910], [-4.076, -0.828, -0.215], [-0.725, -0.233, 0.071], [-0.111, 2.963, -1.965], [-5.239, -1.440, 0.284], [-5.273, -1.733, 1.614], [-3.076, -0.808, 1.907], [-1.988, -3.566, 1.742], [3.405, -2.770, -1.193], [1.005, 0.782, -4.400], [-2.045, -5.692, -1.561], [1.371, -2.146, -0.793], [0.560, 2.567, -5.523], [0.400, 1.426, 3.597], [-2.978, 2.708, -5.327], [-6.163, -2.097, 2.157], [2.552, -2.194, -1.553], [-1.800, 0.344, -4.522], [1.332, 1.017, 4.013], [1.061, -1.116, -2.803]], "mulliken_charge": [0.38, -1.09, 0.07, 0.04, -0.48, -0.41, 0.38, 0.30, 0.11, 0.29, 0.06, 0.32, 0.23, 0.33, 0.36, -0.30, -0.01, 0.31, 0.31, 1.00, 0.65, -1.71, 0.44, 0.35, 0.47, 0.34, -0.57, 0.58, -1.89, -1.38, 0.26, -1.20, 0.12, -0.23, 0.31, 0.72, 0.95, 0.36, 0.46, 0.39, 0.32, -0.61, 0.19, -1.32, 0.25, -0.92, 0.42, 0.73, 0.19, 0.38, 0.53, -0.61, -1.07, 0.40, 0.10, 0.42, 0.04, 0.34, 0.40, 0.26, -1.23, -1.60, 0.58, 0.80, 0.07, -0.96, -0.57, -0.37, -0.34, 0.41, 1.25, 0.37, -0.15, 0.19, -1.36, 0.34, 0.24, -1.56, -1.12, 0.35, 0.58]}